Formula: C11H12NO2
Source: OMol25
Level of theory: ωB97M-V/def2-TZVPD

## Properties
Highest occupied orbital energy   -4.221 eV
ΔE to the lowest compared entry with this formula, charge and spin   248.8 kJ/mol
2S+1   1
Gap between HOMO and LUMO   7.470 eV
Electronic energy   -17186.793 eV
Charge   -1

Each atom is followed by the atoms it is bonded to, with distances in Å.
Positions of all 26 atoms, in Å:
1 C -1.0222 0.3103 -3.0724  C4 1.485, H14 1.161, H15 1.010, H19 1.152
2 C -0.4042 0.8698 -0.7984  C4 1.411, N10 1.444, H12 1.082
3 C 0.2686 -1.1339 0.1601  C5 1.449, C6 1.426, N10 1.399
4 C -0.5525 -0.1654 -1.7459  C1 1.485, C2 1.411, C5 1.496
5 C -0.2513 -1.5010 -1.1420  C3 1.449, C4 1.496, C8 1.396
6 C 0.5888 -2.1997 1.0511  C3 1.426, C7 1.404, H13 1.092
7 C 0.2800 -3.4985 0.6150  C6 1.404, C9 1.376, H16 1.102
8 C -0.3191 -2.8086 -1.6250  C5 1.396, C9 1.413, H17 1.009
9 C -0.0131 -3.8224 -0.6894  C7 1.376, C8 1.413, H18 1.082
10 N 0.3067 0.2572 0.2985  C2 1.444, C3 1.399, H11 0.969
11 H 0.1656 0.6557 1.1709  N10 0.969
12 H -0.7209 1.8859 -0.9947  C2 1.082
13 H 1.1752 -2.1253 1.9693  C6 1.092
14 H -1.6632 -0.5228 -3.5648  C1 1.161
15 H -0.2006 0.5079 -3.6263  C1 1.010
16 H 0.4384 -4.3252 1.3267  C7 1.102
17 H -0.5007 -3.0319 -2.5923  C8 1.009
18 H -0.0774 -4.8336 -1.0696  C9 1.082
19 H -1.6909 1.1914 -2.7512  C1 1.152
20 C 1.0295 2.3463 2.6984  C21 1.601, H24 1.095, H25 1.166, H26 1.136
21 C 0.1848 3.1136 1.5763  C20 1.601, O22 1.245, O23 1.266
22 O -0.9500 2.6771 1.3080  C21 1.245
23 O 0.7712 3.9831 0.8664  C21 1.266
24 H 1.9284 2.8300 3.0942  C20 1.095
25 H 1.4589 1.5759 1.9351  C20 1.166
26 H 0.2345 2.0462 3.4517  C20 1.136